DFT (ωB97M-V with the def2-TZVPD basis set) results for a cluster of 10 separate species, C36H84Br12N4O8 in total in a non-equilibrium geometry.

Positions of all 144 atoms, in Å:
C 2.09 -7.11 -2.01
O 1.12 -7.80 -2.78
C 0.84 -9.08 -2.30
C -0.62 -9.48 -2.31
N -1.44 -8.43 -1.84
C -1.46 -8.33 -0.40
C -2.42 -7.22 0.00
O -1.98 -5.95 -0.43
C -2.88 -4.91 -0.19
H 2.40 -6.20 -2.54
H 3.03 -7.61 -1.83
H 1.59 -6.82 -1.09
H 1.19 -9.11 -1.27
H 1.38 -9.82 -2.88
H -0.86 -10.50 -2.00
H -0.82 -9.50 -3.38
H -1.31 -7.55 -2.32
H -0.48 -8.13 0.03
H -1.78 -9.32 -0.07
H -2.57 -7.13 1.07
H -3.36 -7.48 -0.50
H -2.55 -3.95 -0.58
H -3.09 -4.81 0.87
H -3.82 -5.05 -0.73
C -0.76 10.58 7.29
O 0.12 10.15 6.36
C 1.34 10.77 6.52
C 2.28 9.82 5.73
N 2.31 8.46 6.28
C 3.01 7.55 5.30
C 2.20 7.16 4.06
O 1.32 6.03 4.35
C 0.75 5.60 3.10
H -1.76 10.18 7.11
H -0.84 11.66 7.17
H -0.55 10.22 8.30
H 1.71 10.79 7.55
H 1.27 11.76 6.08
H 3.28 10.26 5.72
H 1.88 9.70 4.73
H 1.39 8.07 6.46
H 3.28 6.63 5.81
H 4.01 7.91 5.05
H 2.82 6.72 3.28
H 1.69 7.99 3.57
H -0.31 5.37 3.22
H 1.30 4.80 2.61
H 0.73 6.44 2.40
C 0.44 -4.16 -1.67
O 0.28 -2.80 -1.40
C 0.76 -1.92 -2.33
C 0.33 -0.51 -1.97
N 1.26 0.11 -1.00
C 0.77 1.35 -0.35
C 1.85 1.90 0.64
O 2.11 0.89 1.64
C 3.08 1.37 2.53
H 0.48 -4.64 -0.69
H 1.34 -4.27 -2.28
H -0.34 -4.59 -2.29
H 0.47 -2.08 -3.37
H 1.85 -1.83 -2.35
H -0.69 -0.63 -1.61
H 0.43 0.08 -2.88
H 1.76 -0.48 -0.35
H -0.15 1.13 0.19
H 0.47 2.08 -1.10
H 1.41 2.74 1.18
H 2.78 2.12 0.11
H 2.74 2.34 2.91
H 4.02 1.50 1.99
H 3.22 0.71 3.38
C -3.86 2.81 -2.39
O -4.29 2.01 -1.25
C -3.67 0.71 -1.22
C -4.20 -0.05 0.03
N -5.68 -0.27 -0.01
C -6.39 -0.92 -1.10
C -6.07 -2.40 -1.22
O -7.08 -3.02 -2.02
C -6.88 -4.38 -2.24
H -4.35 3.78 -2.39
H -4.09 2.32 -3.33
H -2.80 3.08 -2.29
H -2.58 0.79 -1.15
H -3.83 0.19 -2.17
H -4.09 0.45 1.00
H -3.66 -0.99 0.05
H -6.10 0.63 0.17
H -6.28 -0.37 -2.03
H -7.47 -0.88 -0.97
H -6.08 -2.91 -0.26
H -5.07 -2.54 -1.63
H -5.85 -4.71 -2.41
H -7.56 -4.61 -3.06
H -7.26 -4.99 -1.42
Br -0.50 2.43 -3.73
C -0.52 2.44 -5.75
C -1.63 3.36 -6.33
Br -1.49 3.46 -8.30
H -0.76 1.42 -6.06
H 0.54 2.64 -5.91
H -1.57 4.32 -5.82
H -2.61 3.05 -5.99
Br 3.27 2.10 -5.07
C 3.91 3.59 -3.85
C 3.12 3.62 -2.61
Br 3.96 4.73 -1.25
H 3.78 4.57 -4.31
H 4.93 3.33 -3.58
H 3.14 2.66 -2.09
H 2.10 4.00 -2.68
Br 0.64 -4.01 -5.96
C -0.18 -5.79 -5.37
C -1.34 -6.02 -6.29
Br -0.63 -6.63 -8.04
H -0.44 -5.63 -4.33
H 0.65 -6.49 -5.38
H -1.85 -5.08 -6.50
H -2.12 -6.72 -5.99
Br 5.80 0.03 -1.52
C 4.42 -0.97 -0.61
C 5.14 -2.03 0.32
Br 3.92 -3.11 1.42
H 3.79 -1.44 -1.37
H 3.77 -0.31 -0.03
H 5.93 -1.53 0.88
H 5.67 -2.75 -0.32
Br 5.86 4.98 6.41
C 4.43 3.68 6.80
C 3.54 3.27 5.55
Br 2.17 1.96 5.99
H 3.77 4.05 7.58
H 4.86 2.77 7.24
H 4.12 2.89 4.71
H 3.05 4.12 5.08
Br -1.60 -0.34 2.06
C -0.52 -1.90 1.70
C -0.27 -2.76 2.95
Br -2.04 -3.55 3.52
H 0.37 -1.58 1.16
H -1.13 -2.40 0.95
H 0.04 -2.21 3.83
H 0.37 -3.61 2.69

total charge	+1
E_LUMO (alpha / beta)	-0.0812 / -0.2627	Ha
frontier orbital gap (alpha / beta)	7.87 / 2.93	eV
molar mass	1659.94	g/mol
spin multiplicity	2

DFT (ωB97M-V with the def2-TZVPD basis set) results for a structure of composition C14H17N4O14P2W in a non-equilibrium geometry.

Positions of all 52 atoms, in Å:
W 0.57 -0.05 0.07
O 5.03 0.67 -0.60
P 3.78 -0.01 0.13
O 4.07 -1.37 0.56
O 2.55 0.18 -0.79
O 3.54 1.06 1.33
P 2.62 0.57 2.62
O 1.97 1.94 3.07
O 3.38 -0.07 3.67
O 1.51 -0.26 1.90
H 4.90 1.63 -0.69
H 1.42 2.30 2.35
O 0.06 4.04 0.67
C 0.07 2.95 0.15
O 0.74 1.93 0.67
C -0.64 2.55 -1.08
C -0.18 1.24 -1.57
C -1.23 0.54 -2.34
C -2.23 1.24 -3.02
C -2.38 2.58 -2.75
C -1.65 3.21 -1.67
N -3.41 3.30 -3.42
O -4.04 2.75 -4.31
O -3.61 4.46 -3.09
N -1.15 -0.77 -2.25
O -1.79 -1.64 -2.83
O -0.22 -1.19 -1.32
H 0.70 1.38 -2.23
H -2.93 0.75 -3.68
H -1.97 4.18 -1.32
C -2.69 1.37 2.32
O -1.43 0.80 1.99
C -1.32 -0.08 0.97
C -2.62 -0.67 0.50
H -2.48 2.14 3.06
H -3.38 0.64 2.74
H -3.15 1.84 1.44
H -3.20 0.08 -0.05
H -3.23 -1.00 1.35
H -2.43 -1.51 -0.16
C 0.31 -3.40 2.20
C 1.14 -3.46 0.96
N 1.32 -2.45 0.15
C 2.09 -2.90 -0.90
C 2.38 -4.21 -0.71
N 1.77 -4.55 0.48
H 0.27 -2.36 2.52
H 0.73 -4.01 2.99
H -0.70 -3.75 1.99
H 2.38 -2.24 -1.70
H 2.96 -4.91 -1.28
H 1.82 -5.45 0.92

total charge	-1
E_LUMO (alpha / beta)	0.0334 / 0.0324	Ha
frontier orbital gap (alpha / beta)	6.04 / 6.01	eV
molar mass	711.09	g/mol